Below is an isolated ion of composition C17H17 and charge +1 in a non-equilibrium geometry, with properties calculated with ωB97M-V with the def2-TZVPD basis set.

XYZ file:
```
34
Properties=species:S:1:pos:R:3
C -0.80455 -0.76466 2.12620
C -0.83870 0.66665 2.09540
C 0.39884 -0.00948 2.28212
C 1.73870 0.02879 2.72262
H -1.18015 -1.27433 3.05258
H -1.06888 -1.34615 1.19600
H -1.13063 1.20040 1.13783
H -1.23907 1.20002 2.99998
H 2.25804 0.96195 2.34777
H 2.29625 -0.84902 2.34198
C 2.48419 0.07418 4.43680
C 1.73364 -1.01416 5.18126
C 0.55189 -0.67434 5.82820
C -0.37998 -1.67784 6.10362
C -0.10651 -3.01168 5.75105
C 1.15760 -3.36474 5.25337
C 2.12543 -2.35113 5.00024
C 3.99317 0.22579 4.41527
C 4.54822 1.49826 4.54381
C 5.88507 1.72099 4.11723
C 6.63558 0.64221 3.60834
C 6.12916 -0.65300 3.63941
C 4.79242 -0.89107 4.06103
H 2.07987 1.02635 4.76588
H 0.31916 0.35707 5.98353
H -1.35540 -1.38436 6.49414
H -0.87786 -3.79223 5.96132
H 1.34619 -4.38720 4.96511
H 3.04091 -2.68872 4.54234
H 3.91431 2.32007 4.84601
H 6.23958 2.74142 4.10413
H 7.66821 0.85683 3.27485
H 6.70781 -1.45244 3.23849
H 4.41872 -1.88823 3.93762
```

HOMO: -12.386 eV
Net charge: +1
LUMO energy: -6.0 eV
Gap between HOMO and LUMO: 6.411 eV